C41H54BClF4Ge2N6PRb | ωB97M-V/def2-TZVPD

Element x y z (Å)
Rb1 0.327983 -1.070839 -0.807297
C1 3.353133 -1.792621 -0.535269
C2 3.231856 -0.750944 0.597586
C3 2.662445 -1.349350 1.859426
C4 3.477872 -1.899144 2.840808
C5 2.897110 -2.467667 3.959865
C6 1.518149 -2.458527 4.072780
C7 0.783624 -1.890689 3.046268
N1 1.329328 -1.343860 1.967104
N2 3.068308 -1.202526 -1.849876
C8 3.120445 -2.167274 -2.947822
C9 2.448300 -3.496699 -2.690210
C10 3.126177 -4.675136 -2.963468
C11 2.496448 -5.889151 -2.742769
C12 1.206136 -5.885826 -2.255705
C13 0.602160 -4.660222 -2.019804
N3 1.191924 -3.493494 -2.237523
C14 3.880744 -0.036884 -2.147636
C15 3.232639 1.309559 -1.868798
C16 4.025480 2.450475 -1.808927
C17 3.424049 3.672709 -1.563274
C18 2.051368 3.721163 -1.386940
C19 1.343220 2.534029 -1.475289
N4 1.914813 1.356365 -1.708753
H1 2.640415 -2.598298 -0.358303
H2 4.346894 -2.268894 -0.505383
H3 2.572841 0.063533 0.297937
H4 4.200968 -0.292033 0.805878
H5 4.550778 -1.905782 2.700705
H6 3.507620 -2.935728 4.720811
H7 1.014690 -2.914054 4.913163
H8 -0.300128 -1.880935 3.087656
H9 4.163652 -2.382640 -3.239947
H10 2.633195 -1.702720 -3.812455
H11 4.149407 -4.637210 -3.313199
H12 3.019381 -6.819948 -2.918229
H13 0.684149 -6.798937 -2.013281
H14 -0.403203 -4.611211 -1.620780
H15 4.140881 -0.051707 -3.212090
H16 4.839658 -0.077096 -1.607941
H17 5.098428 2.372429 -1.937339
H18 4.020447 4.574281 -1.496196
H19 1.531436 4.640223 -1.157475
H20 0.268751 2.513034 -1.326140
Cl1 -1.115688 0.065918 -3.238337
C20 0.008441 -0.574450 -4.344024
H21 0.422575 0.171651 -5.001102
H22 -0.153210 -1.605427 -4.613717
F1 1.058214 -4.144874 0.902040
B1 2.046228 -5.090754 1.278098
F2 3.304367 -4.588644 0.895019
F3 2.011534 -5.279498 2.660644
F4 1.798553 -6.303464 0.628089
C21 -3.559473 -4.300425 -1.352730
P1 -2.571189 -2.750689 -1.395257
C22 -3.903146 -1.534732 -1.711347
C23 -2.356416 -2.528878 0.428318
H23 -4.415364 -4.212943 -0.678669
H24 -2.937110 -5.130749 -1.016145
H25 -3.923843 -4.539740 -2.352876
H26 -4.796604 -1.739675 -1.116996
H27 -4.167594 -1.533719 -2.769619
H28 -3.544870 -0.534141 -1.462757
H29 -3.312932 -2.688986 0.933146
H30 -2.018696 -1.513635 0.665035
H31 -1.617940 -3.243178 0.798747
N5 3.535357 1.726187 3.933906
C24 4.583600 2.352682 3.304502
C25 4.145222 2.597376 2.037195
N6 2.866033 2.130164 1.875188
C26 2.532476 1.619035 3.028877
H32 3.516550 1.371716 4.872973
H33 5.510988 2.559945 3.805975
H34 4.677486 3.072863 1.232012
H35 1.591213 1.151618 3.264289
C27 -3.010178 0.722872 3.442274
Ge1 -3.911527 1.349107 1.794336
C28 -5.283222 -0.032817 1.445974
C29 -4.969174 2.912853 2.373677
Ge2 -2.155919 1.688787 0.148164
C30 -1.456481 3.386853 0.987429
C31 -0.151558 3.401165 1.472956
C32 0.404333 4.528060 2.068433
C33 -0.346462 5.686871 2.186745
C34 -1.647747 5.704682 1.698539
C35 -2.187703 4.572763 1.108859
C36 -3.209389 2.547846 -1.347341
C37 -2.618276 3.533461 -2.144256
C38 -3.250593 4.061861 -3.258553
C39 -4.513406 3.615084 -3.623864
C40 -5.128400 2.642359 -2.850481
C41 -4.483183 2.126075 -1.734442
H36 -3.720025 0.268842 4.135023
H37 -2.527126 1.564304 3.940056
H38 -2.239523 -0.010976 3.202831
H39 -5.790799 -0.264886 2.384000
H40 -4.849514 -0.949398 1.053182
H41 -6.031724 0.319299 0.734935
H42 -5.659435 2.596872 3.159736
H43 -5.551078 3.328969 1.551117
H44 -4.325893 3.695731 2.769484
H45 0.465427 2.516161 1.371736
H46 1.427581 4.491054 2.425021
H47 0.077315 6.571226 2.647987
H48 -2.244162 6.607051 1.778745
H49 -3.199376 4.612909 0.721508
H50 -1.636401 3.914597 -1.879263
H51 -2.754488 4.827559 -3.844943
H52 -5.011617 4.023442 -4.494802
H53 -6.118932 2.285786 -3.110467
H54 -5.000083 1.373268 -1.146678

Cartesian forces (eV/Å) of the 6 atoms listed first:
-0.10 0.01 0.42
0.04 0.05 0.00
0.03 -0.09 -0.07
0.03 -0.01 0.01
0.00 -0.01 -0.06
0.00 0.01 0.00

Relative energy (zero: lowest compared OMol25 entry of this formula, charge and spin) = 2.4 kcal per mole
DFT total energy = -199387.02689 eV
2S+1 = 2
Charge = -1